94
Properties=species:S:1:pos:R:3:forces:R:3:lowdin_charge:R:1 method="wB97M-V/def2-TZVPD" energy_ev=-205982.6063 charge=0 e_lumo_ev=-0.25 de_lowest_kcal_mol=0.00
Rh -0.12624 0.00523 0.57359 1.012 0.191 -0.051 0.5026
F -0.90477 -4.01039 4.13396 0.021 0.163 -0.004 0.0607
C -0.71080 -2.68792 3.92323 0.010 -0.007 0.012 -0.2568
C -0.53124 -2.24168 2.63148 0.029 -0.090 0.073 -0.0692
C -0.32482 -0.89044 2.36670 -0.179 -0.023 -0.203 -0.2560
C -0.31054 0.00729 3.46364 0.006 0.022 0.022 -0.1389
C -0.51051 -0.50057 4.74377 0.038 0.024 0.045 -0.2071
F -0.51545 0.32840 5.81642 -0.014 -0.074 -0.082 0.0567
C -0.71386 -1.83841 5.01089 -0.003 -0.013 0.009 0.0638
C -0.05428 1.41985 3.15214 0.091 0.014 0.018 -0.2027
C 0.13955 2.45470 4.07062 0.001 -0.034 0.028 0.0156
C 0.47363 3.71657 3.62328 0.004 -0.016 0.043 -0.0479
C 0.64287 3.93854 2.26647 0.000 -0.019 -0.031 -0.0490
C 0.43354 2.88110 1.40853 0.013 -0.014 0.060 -0.1382
N 0.06401 1.67081 1.83186 -0.653 -0.207 -0.034 -0.0407
H -0.56548 -2.97777 1.84050 -0.152 0.064 0.073 0.0862
H -0.86455 -2.19154 6.01958 0.003 -0.003 0.013 0.1302
H 0.04716 2.26448 5.12508 -0.011 -0.027 0.015 0.1071
H 0.62775 4.51711 4.33503 -0.003 -0.006 0.005 0.1115
H 0.94605 4.90032 1.87924 0.003 0.000 -0.019 0.1066
H 0.59569 2.98294 0.34716 -0.019 0.012 -0.013 0.0961
C -3.30022 0.46114 1.82735 0.008 0.034 -0.053 -0.2014
Si -2.40909 -0.42909 0.41724 -0.037 0.218 0.420 0.4941
C -3.06151 -2.20042 0.45439 0.058 0.018 -0.132 -0.2003
C -3.12904 0.26384 -1.20159 -0.038 0.023 0.063 -0.3003
C -2.72759 -0.22353 -2.44893 0.009 0.039 -0.044 -0.1190
C -3.17567 0.34804 -3.63253 0.004 0.004 0.061 -0.0826
C -4.05459 1.42448 -3.59741 0.010 -0.012 0.055 -0.0975
C -4.49270 1.90583 -2.37139 0.017 -0.010 -0.016 -0.0939
C -4.03520 1.32843 -1.19127 -0.007 -0.015 -0.071 -0.1200
H -4.38599 0.34546 1.76701 0.004 0.006 -0.014 0.0329
H -3.06651 1.52978 1.85541 -0.015 -0.010 -0.014 0.0256
H -2.96798 0.03947 2.77830 -0.041 -0.024 -0.005 0.0227
H -4.14678 -2.13026 0.33415 -0.009 -0.006 -0.006 0.0365
H -2.86419 -2.71727 1.39176 0.052 -0.012 0.034 0.0188
H -2.67403 -2.79660 -0.37614 -0.010 0.030 0.080 0.0022
H -2.02955 -1.05256 -2.49988 -0.008 -0.009 -0.007 0.0561
H -2.83757 -0.04623 -4.58285 0.000 -0.004 -0.021 0.1020
H -4.40330 1.87526 -4.51787 -0.008 0.013 -0.011 0.1008
H -5.19146 2.73252 -2.33133 -0.012 0.013 -0.013 0.1018
H -4.38557 1.73033 -0.24693 0.006 -0.011 0.016 0.0911
C 5.67302 -1.46276 0.56937 -0.051 0.011 0.044 -0.2374
Si 4.60966 -0.05982 -0.10096 0.044 -0.046 -0.115 0.0516
C 4.28494 -0.46572 -1.91689 -0.046 -0.054 0.078 -0.2322
C 5.60660 1.53184 -0.05241 0.006 -0.028 0.007 -0.2442
Se 2.78243 0.15784 1.17863 -0.208 0.110 0.003 0.3453
H 6.56263 -1.62976 -0.04402 0.001 0.020 0.001 0.0252
H 5.10047 -2.39431 0.59632 0.020 -0.005 -0.023 0.0084
H 5.99250 -1.24267 1.59005 0.002 -0.007 0.004 0.0236
H 5.19766 -0.85012 -2.38097 0.010 0.027 0.007 0.0266
H 3.98203 0.42182 -2.47625 -0.045 0.001 -0.009 0.0124
H 3.51071 -1.23155 -2.01887 -0.011 0.045 -0.023 0.0079
H 6.49599 1.47751 -0.68732 -0.012 -0.018 0.015 0.0260
H 5.92305 1.74712 0.96965 0.011 0.012 0.004 0.0222
H 4.99238 2.36894 -0.39037 -0.001 0.001 -0.013 0.0187
N -4.17524 7.61616 -5.71899 0.030 -0.042 0.025 0.1616
C -3.54850 6.80566 -5.19831 -0.044 0.058 -0.033 -0.1801
C -2.76520 5.79238 -4.54709 0.047 -0.058 0.021 -0.2290
C -1.96818 4.93414 -5.29896 0.005 -0.016 -0.030 -0.0115
C -1.22275 3.95192 -4.67267 -0.010 -0.030 -0.086 0.0023
C -1.25892 3.83113 -3.29098 0.001 -0.034 0.006 -0.1786
C -2.04161 4.69349 -2.53501 -0.009 0.062 0.074 0.0022
C -2.79918 5.66504 -3.16129 -0.018 0.010 0.038 -0.0106
N -0.51597 2.80793 -2.65371 0.051 0.063 -0.055 0.0116
C 0.63240 2.18597 -3.11844 -0.083 0.014 0.042 -0.0154
C 0.92353 1.21511 -2.21793 -0.033 -0.039 0.004 -0.1190
N -0.03030 1.21417 -1.22352 0.166 0.145 0.096 -0.0716
C -0.86380 2.18213 -1.50530 -0.034 -0.025 -0.125 -0.1624
H -1.94740 5.02902 -6.37580 0.007 -0.006 0.000 0.1247
H -0.63942 3.25930 -5.26296 0.005 0.002 -0.002 0.1158
H -2.05395 4.61691 -1.45636 0.000 -0.007 0.001 0.1201
H -3.41309 6.33674 -2.57712 0.007 -0.008 0.008 0.1254
H 1.14496 2.50824 -4.00512 0.001 0.022 -0.027 0.1204
H 1.74383 0.52092 -2.19912 0.039 -0.018 0.024 0.0608
H -1.74644 2.42880 -0.94270 0.023 0.021 -0.034 0.1283
C -0.42573 -5.10606 -0.63083 0.006 -0.003 0.041 -0.0145
N 0.58219 -4.45781 0.18784 0.073 -0.137 -0.225 -0.0625
C 0.95910 -3.16594 0.11080 0.097 0.226 0.036 -0.6448
Se 0.24200 -1.83520 -0.99952 -0.271 -0.497 -0.115 0.7812
N 1.91958 -2.94502 1.00372 0.173 -0.133 -0.204 0.1042
C 2.19457 -4.11359 1.68941 -0.055 0.062 0.025 -0.1698
C 3.07891 -4.40054 2.72028 0.012 0.021 -0.010 0.0108
C 3.08617 -5.70102 3.18871 -0.020 -0.015 -0.005 -0.0760
C 2.23870 -6.68128 2.65474 -0.004 0.016 0.001 -0.0788
C 1.35176 -6.39452 1.63265 0.016 0.009 0.007 -0.0025
C 1.34918 -5.08857 1.16335 -0.058 0.066 0.031 -0.1564
H -0.82430 -4.37218 -1.32688 0.001 -0.004 0.034 0.0495
H -1.23226 -5.48513 -0.00291 0.025 0.005 0.018 0.1031
H 0.02437 -5.92819 -1.18587 -0.002 -0.009 -0.002 0.0996
H 2.34033 -1.98623 1.11963 -0.054 -0.027 0.134 -0.0343
H 3.72428 -3.63673 3.13118 0.006 0.006 0.006 0.1211
H 3.75800 -5.97038 3.99206 0.009 0.001 0.005 0.1050
H 2.27477 -7.68398 3.05792 -0.001 -0.009 -0.001 0.1038
H 0.69035 -7.14843 1.22854 -0.004 -0.005 -0.005 0.1123